<a>
ORCA calculation (wB97M-V/def2-TZVPD) on C3H3CuO2 as an isolated structure.

The spin multiplicity is 2. The HOMO energy (spin up / spin down) is -14.91 / -14.92 eV. The molar mass comes out at 134.6 g mol⁻¹. The charge is +1. Its expectation value of S² is 0.768.

Each line ends with the natural charge from an NBO analysis.
Cartesian coordinates (Å):
1 Cu 1.68160 0.62832 0.35831  0.909
2 O 4.60425 -0.63639 -0.34027  -0.350
3 O 0.06087 0.47536 0.08098  -0.707
4 C -1.05974 -0.22481 0.10587  0.225
5 C -2.29932 0.28037 -0.01491  -0.169
6 C 3.58377 -0.17676 -0.31945  0.443
7 H -3.16079 -0.38589 0.03191  0.234
8 H -2.47459 1.35544 -0.09773  0.229
9 H -0.93605 -1.31563 0.19528  0.186

<b>
ORCA calculation (wB97M-V/def2-TZVPD) on C3H3CuO2 as an isolated structure.

The spin multiplicity is 2. The HOMO energy (spin up / spin down) is -14.21 / -14.18 eV. The molar mass comes out at 134.6 g mol⁻¹. The charge is +1. Its expectation value of S² is 0.764.

Each line ends with the natural charge from an NBO analysis.
Cartesian coordinates (Å):
1 Cu 2.86779 0.49862 0.46585  1.056
2 O 1.73647 1.39052 -0.75459  -0.550
3 O -0.30849 1.19462 -0.02180  -0.456
4 C 0.93357 0.74743 -0.02880  0.541
5 C -1.27108 0.15375 0.03008  0.138
6 C -0.74800 -1.09437 -0.11560  -0.438
7 H -1.07765 -1.87045 0.57774  0.248
8 H -0.12627 -1.39678 -0.95946  0.236
9 H -2.00635 0.37664 0.80659  0.225

The least stable of them is <b>.

<a>
ORCA calculation (wB97M-V/def2-TZVPD) on C39H33AsCl3F10N6O9SSi2TeTi as an isolated structure.

The spin multiplicity is 2. The HOMO energy (spin up / spin down) is -3.28 / -3.59 eV. The molar mass comes out at 1364.7 g mol⁻¹. The charge is -2. Its expectation value of S² is 0.794.

Each line ends with the Mulliken charge.
Cartesian coordinates (Å):
1 Te -2.60758 0.74759 1.10073  -0.475
2 As -2.93133 -1.98606 -0.35128  0.801
3 Ti 0.30467 -1.96420 0.67738  0.754
4 Cl 2.29050 3.21694 1.03828  -0.161
5 Cl 3.56787 1.22295 -0.61040  -0.079
6 Cl 3.97708 1.18957 2.24108  -0.165
7 S -0.23686 0.78287 -1.70524  0.969
8 Si -4.16153 -0.35407 3.77314  0.218
9 Si -2.58272 4.09242 0.79318  0.369
10 F -3.85555 -3.42597 -0.64833  -0.524
11 F -4.44748 -1.10243 -0.79317  -0.424
12 F 6.29674 -1.67950 -3.39357  -0.359
13 F 8.06399 0.24001 -3.36355  -0.348
14 F -2.56635 -2.02720 -2.06328  -0.359
15 F -1.36567 -3.00304 -0.15142  -0.434
16 F -0.99083 -1.26662 1.64541  -0.001
17 F -3.21584 -2.48194 1.34244  -0.420
18 F 5.85228 -1.35678 1.30684  -0.441
19 F 7.60937 0.58716 1.34497  -0.374
20 O 0.49449 -3.79384 1.25911  -0.359
21 O 1.23017 -5.52476 5.65517  -0.625
22 O -0.57876 1.57234 -0.53058  -0.386
23 O 0.74201 -6.40901 2.88476  -0.698
24 O 1.59022 -0.50432 0.55166  -0.116
25 O 0.99530 1.07197 -2.38127  -0.828
26 O 1.50244 -2.59188 5.66105  -0.646
27 O 0.80382 0.93547 2.09950  -0.578
28 O 1.15335 -1.77284 2.70553  -0.116
29 N 0.89240 -2.59755 -1.27688  0.806
30 N 3.15834 -2.87601 0.75335  -0.343
31 N 9.56464 2.97843 1.05583  -0.658
32 N 4.76841 -4.35006 -2.94460  -0.679
33 N 10.23533 2.39227 -3.02304  -0.679
34 N -0.35545 -0.71156 -1.19768  1.690
35 C -5.67146 -1.33363 4.31033  -1.168
36 C 7.52415 -0.12954 -2.19395  0.181
37 C -4.18846 1.35334 4.57604  -0.915
38 C 6.34959 -0.93518 0.14311  0.456
39 C 4.84400 -3.54961 -2.11629  -0.131
40 C 1.57835 0.58443 1.24504  0.043
41 C -3.91727 5.39907 1.04743  -1.225
42 C 1.39159 -3.68906 -1.86446  -0.651
43 C -1.51562 4.65527 -0.63055  -0.612
44 C -1.64366 3.93289 2.40427  -0.723
45 C -2.82100 0.79471 -2.76307  -0.730
46 C -1.49515 1.16416 -2.91741  0.179
47 C 0.26637 -1.66346 -1.99868  0.271
48 C 4.96402 -2.61118 -1.05668  0.388
49 C 0.79247 -4.01741 2.51717  0.825
50 C 6.60896 -1.13698 -2.21020  -0.068
51 C 8.86529 1.58924 -0.99582  0.556
52 C 9.21694 2.32770 0.16921  0.097
53 C 0.21166 -1.75173 -3.39199  -0.814
54 C 2.79988 1.52244 0.94785  1.063
55 C -3.73595 1.06686 -3.76653  -1.378
56 C 3.99866 -2.74870 -0.02677  -0.270
57 C -2.01743 2.10144 -5.06598  -0.912
58 C -1.08985 1.81988 -4.07359  -0.757
59 C 0.85298 -5.25727 3.25755  -0.320
60 C -4.35336 2.01769 -6.01310  -1.556
61 C 7.91608 0.54856 -1.00960  0.288
62 C 1.29517 -3.28398 4.69262  -0.350
63 C 0.78432 -2.84504 -3.99919  -0.652
64 C 1.14116 -4.80946 4.69182  0.524
65 C -4.42751 -0.02419 1.91590  -0.845
66 C -2.59770 -1.22540 4.27296  -0.895
67 C -3.52299 2.50089 0.31559  -0.694
68 C 9.59158 2.00996 -2.14514  0.060
69 C 1.38044 -3.84306 -3.22836  -1.225
70 C 5.94498 -1.59532 -1.04631  0.901
71 C -3.34846 1.72085 -4.93196  1.175
72 C 1.08937 -2.89782 3.28429  0.650
73 C 7.27040 0.06613 0.16123  0.485
74 H -3.38692 1.97738 4.16888  0.118
75 H -2.54949 -2.21999 3.82722  0.218
76 H -5.58889 -1.66220 5.34889  0.347
77 H -5.02757 1.17322 -6.15874  0.368
78 H -2.58496 -1.33170 5.36053  0.568
79 H 1.83644 -4.71344 -3.67479  0.433
80 H -6.58531 -0.74364 4.20972  0.300
81 H -0.32192 -1.00330 -3.95900  0.452
82 H 0.74699 -2.94187 -5.07706  0.452
83 H -4.54626 2.49414 0.68892  0.831
84 H -4.03492 1.28886 5.65544  0.392
85 H -4.75858 0.73089 -3.63855  0.450
86 H -4.68567 -0.95414 1.43350  0.551
87 H -0.04909 2.08965 -4.18502  0.561
88 H -3.86016 2.23577 -6.95998  0.378
89 H -5.76768 -2.22210 3.68201  0.332
90 H -1.69194 -0.69316 3.97429  0.236
91 H 1.81933 -4.42818 -1.19991  0.664
92 H -0.81610 5.43137 -0.31197  0.381
93 H -0.93118 3.82618 -1.02775  -0.018
94 H -2.32545 3.99498 3.25607  0.291
95 H -1.69409 2.61148 -5.96625  0.338
96 H -4.56416 5.15848 1.89465  0.303
97 H -5.22251 0.70326 1.75541  0.690
98 H -5.13828 1.86459 4.39805  0.268
99 H -2.13665 5.05923 -1.43436  0.293
100 H -4.54695 5.51240 0.16171  0.319
101 H -1.08279 2.99637 2.48067  0.151
102 H -0.91298 4.73958 2.49269  0.380
103 H -3.54380 2.42798 -0.77464  0.149
104 H -3.16588 0.27037 -1.88791  0.633
105 H -4.96320 2.88322 -5.74418  0.279
106 H -3.44943 6.36649 1.24959  0.307

<b>
ORCA calculation (wB97M-V/def2-TZVPD) on C39H33AsCl3F10N6O9SSi2TeTi as an isolated structure.

The spin multiplicity is 2. The HOMO energy (spin up / spin down) is -2.48 / -2.48 eV. The molar mass comes out at 1364.7 g mol⁻¹. The charge is -2. Its expectation value of S² is 0.757.

Each line ends with the Mulliken charge.
Cartesian coordinates (Å):
1 Te -2.04141 -2.07415 1.00642  -0.850
2 As 5.13639 -0.06349 3.20467  1.961
3 Ti 0.73218 1.05091 3.29684  -0.659
4 Cl 1.81752 -3.34705 3.73490  -0.128
5 Cl 0.39181 -3.78705 6.22025  -0.146
6 Cl -2.12312 -2.95259 3.57663  -0.512
7 S 3.26205 1.94974 1.46939  1.538
8 Si -2.60972 -5.13306 -0.11072  0.331
9 Si -3.92107 0.04757 -1.08971  0.968
10 F 0.60778 6.16722 -1.72070  -0.431
11 F 4.39904 -1.01146 1.95820  -0.433
12 F 3.71733 -0.20246 4.15698  -0.470
13 F -0.57063 1.07765 -3.05994  -0.474
14 F 6.48794 0.19548 2.16064  -0.505
15 F 1.10746 5.36750 -4.14973  -0.446
16 F 1.80718 2.13597 4.12252  -0.428
17 F -0.97776 1.85972 -0.62211  0.285
18 F 5.86135 -1.43960 3.92642  -0.492
19 F 5.81772 1.02110 4.34478  -0.495
20 O -0.91041 0.15067 2.24443  1.777
21 O 2.83556 3.27401 1.77839  -0.732
22 O 0.99617 -0.58835 4.07766  0.433
23 O -0.00336 -0.85853 6.07861  -0.634
24 O -3.64808 1.91802 5.66697  -0.564
25 O 4.36982 1.51545 2.39154  -0.720
26 O -3.54935 -0.96065 1.83707  -0.626
27 O -5.35636 0.33485 3.83576  -0.629
28 O -0.79809 1.55940 4.57780  -0.767
29 N 2.03265 0.91858 1.54242  1.666
30 N 1.58948 -1.33396 1.23038  0.963
31 N 1.16419 0.11947 -5.42053  -0.817
32 N -0.88781 6.84317 1.13680  -0.750
33 N 1.70916 4.06945 -6.96030  -0.778
34 N -0.15339 2.70319 2.22366  -0.331
35 C 1.86107 -0.17602 0.64496  0.394
36 C -1.96423 0.42824 2.93401  1.908
37 C 1.88010 -0.04408 -0.74655  -0.661
38 C 0.37716 3.14813 -3.74553  0.266
39 C 1.74327 -1.17098 -1.53359  -1.452
40 C 5.49843 1.95190 -4.12382  -1.723
41 C -0.21531 3.50952 1.38299  0.441
42 C -3.94526 0.47916 -2.90932  -1.077
43 C 0.57831 -1.30966 5.12081  0.239
44 C 0.80472 2.63521 -5.03022  0.218
45 C 1.43577 -2.41125 0.46586  -0.824
46 C -3.28670 1.32169 4.69530  0.005
47 C -3.93808 -6.43610 -0.32170  -1.111
48 C -0.20583 2.34236 -2.76207  1.042
49 C -5.48980 -0.91927 -0.72129  -1.353
50 C 4.16117 2.98903 -2.26517  -0.718
51 C -0.36574 4.44210 0.38288  -0.278
52 C -0.63865 5.77005 0.78760  -0.329
53 C -1.28217 -5.72345 1.07060  -0.841
54 C -3.43887 -3.58123 0.57707  -0.204
55 C 1.54082 -2.39826 -0.91419  -0.911
56 C 5.32679 0.94161 -1.82146  -1.044
57 C -1.86140 -4.72229 -1.77648  -0.704
58 C 0.56232 4.46426 -3.30878  -0.139
59 C -2.39040 -1.04086 -0.81561  0.504
60 C -1.89696 1.18275 4.13917  -0.020
61 C -4.16696 0.48243 3.74904  -0.121
62 C 4.85374 0.93344 -0.52225  -0.304
63 C -0.17962 4.05240 -1.01860  0.276
64 C 0.90333 -2.72915 5.00755  0.257
65 C 0.30487 4.89135 -2.01886  0.128
66 C -0.44357 2.76495 -1.47279  0.283
67 C -3.86297 1.61406 -0.06310  -0.690
68 C 4.98228 1.95700 -2.71302  0.984
69 C 3.64950 2.98594 -0.97811  -0.069
70 C 3.99793 1.95030 -0.12119  -0.794
71 C 0.99571 1.25109 -5.23184  0.027
72 C 1.29427 3.45351 -6.07069  -0.040
73 C -3.23702 -0.08826 2.75291  0.280
74 H 3.90610 3.79258 -2.94408  0.433
75 H -3.67734 2.47958 -0.70205  0.468
76 H 5.49863 0.94041 -4.53072  0.386
77 H -3.51478 -7.35768 -0.72868  0.301
78 H 2.98545 3.76904 -0.63795  0.627
79 H -6.35536 -0.28820 -0.94235  0.387
80 H -4.39899 -6.67270 0.63952  0.322
81 H -4.18556 -3.17413 -0.10351  -0.012
82 H 1.22631 -3.33730 0.99743  0.073
83 H -1.05653 -3.98765 -1.69054  0.070
84 H -1.43421 -5.61819 -2.23405  0.404
85 H -4.77256 1.16012 -3.12723  0.320
86 H -3.02005 0.96780 -3.21107  0.124
87 H -5.57235 -1.80973 -1.35105  0.287
88 H -4.72340 -6.09710 -1.00053  0.285
89 H -1.68057 -6.47466 1.75586  0.371
90 H -2.36936 -1.83608 -1.57122  0.582
91 H 4.88767 2.57935 -4.77117  0.369
92 H 1.45280 -3.31258 -1.48601  0.607
93 H -5.55485 -1.21740 0.32557  0.331
94 H 5.97272 0.13787 -2.15463  0.404
95 H 5.12673 0.13975 0.15893  0.319
96 H 1.78060 -1.07571 -2.61287  0.479
97 H -4.81032 1.77355 0.45787  0.564
98 H -2.60516 -4.31817 -2.46755  0.300
99 H -4.06809 -0.41115 -3.53090  0.295
100 H 1.99386 0.91911 -1.21495  0.553
101 H 6.52383 2.32965 -4.15520  0.341
102 H -0.88765 -4.91739 1.69454  0.143
103 H -3.06132 1.60521 0.67517  -0.331
104 H -3.89520 -3.79846 1.54438  0.576
105 H -1.49574 -0.43416 -0.97695  -0.697
106 H -0.44954 -6.17393 0.52500  0.366

The least stable of them is <a>.

<a>
ORCA calculation (wB97M-V/def2-TZVPD) on a 2-piece molecular cluster, C4H13NOS overall.

The HOMO energy is -9.22 eV. The molar mass comes out at 123.2 g mol⁻¹. The charge is 0. Its structure (SMILES) is C[C@H](N)CCS.O.

Each line ends with the natural charge from an NBO analysis.
Cartesian coordinates (Å):
1 S 0.22818 2.26787 1.29909  -0.056
2 O 1.45826 2.16601 -2.35383  -0.932
3 N 0.11627 -0.98972 -1.39162  -0.860
4 C 0.91588 0.61116 1.26636  -0.550
5 C -0.80377 -0.71181 -0.28189  -0.042
6 C -0.25117 -0.45835 1.21733  -0.417
7 C -1.81920 -1.94115 -0.18454  -0.615
8 H -2.60993 -1.94241 -0.90142  0.212
9 H 1.49582 0.57679 0.36055  0.198
10 H 0.90543 2.71658 2.43876  0.148
11 H -1.09036 -0.04043 1.74297  0.223
12 H -1.11787 -2.78958 -0.36234  0.212
13 H 1.22463 2.05601 -1.34638  0.468
14 H 1.61895 0.30292 2.05348  0.239
15 H 1.04772 -0.90713 -0.93406  0.345
16 H -2.20932 -2.04875 0.83944  0.194
17 H -1.46210 0.10542 -0.55416  0.176
18 H -0.03812 -1.43103 1.53037  0.209
19 H 2.14813 2.76450 -2.25213  0.462
20 H 0.24256 -0.30690 -2.18596  0.389

<b>
ORCA calculation (wB97M-V/def2-TZVPD) on a 2-piece molecular cluster, C4H13NOS overall.

The HOMO energy is -8.74 eV. The molar mass comes out at 123.2 g mol⁻¹. The charge is 0. Its structure (SMILES) is CCNCCS.O.

Each line ends with the natural charge from an NBO analysis.
Cartesian coordinates (Å):
1 S -1.34435 1.66310 0.76046  -0.053
2 O 3.23411 1.62416 1.24562  -0.943
3 N 0.13065 -0.75921 -1.09897  -0.626
4 C 1.47876 -2.54123 -0.17498  -0.608
5 C -1.97704 0.21431 -0.14530  -0.529
6 C 0.06515 -2.03783 -0.40417  -0.218
7 C -1.09756 -0.02312 -1.35828  -0.235
8 H -1.69255 -0.50949 -2.14879  0.194
9 H -2.02871 -0.68592 0.43190  0.210
10 H -3.00972 0.43187 -0.44408  0.213
11 H 1.48393 -3.51752 0.31328  0.210
12 H -2.30372 1.65721 1.69405  0.123
13 H 1.97792 -1.83823 0.49623  0.205
14 H 0.77503 -0.14269 -0.62192  0.353
15 H -0.48317 -2.72286 -1.04568  0.183
16 H 4.12088 1.73990 1.59802  0.472
17 H -0.78148 0.88297 -1.86855  0.207
18 H 2.04151 -2.65745 -1.09980  0.211
19 H 3.28407 1.64024 0.28381  0.471
20 H -0.45027 -1.99072 0.55991  0.159

<c>
ORCA calculation (wB97M-V/def2-TZVPD) on a 2-piece molecular cluster, C4H13NOS overall.

The HOMO energy is -8.68 eV. The molar mass comes out at 123.2 g mol⁻¹. The charge is 0. Its structure (SMILES) is C[C@H](N)CCS.O.

Each line ends with the natural charge from an NBO analysis.
Cartesian coordinates (Å):
1 S -1.57807 -1.85974 0.30281  -0.040
2 O -3.11102 1.05313 -1.13033  -0.947
3 N 0.05241 0.99708 -0.79744  -0.854
4 C -0.68846 -0.74750 1.43576  -0.513
5 C 0.77466 -0.53519 1.04230  -0.422
6 C 0.97129 -0.04892 -0.41428  -0.052
7 C 2.39964 0.46506 -0.59410  -0.605
8 H -0.90232 0.70083 -0.94425  0.389
9 H -3.98900 1.02222 -0.73283  0.476
10 H 2.52267 0.93574 -1.56814  0.221
11 H 0.05437 1.73342 -0.10585  0.345
12 H 3.15310 -0.29835 -0.46071  0.204
13 H -1.18139 0.21697 1.45799  0.220
14 H -0.71773 -1.15712 2.43141  0.212
15 H -3.26147 1.17995 -2.07226  0.476
16 H 2.58164 1.23319 0.15911  0.189
17 H -0.52886 -2.68899 0.20918  0.110
18 H 0.85274 -0.91959 -1.06348  0.190
19 H 1.29479 0.19974 1.66687  0.203
20 H 1.30102 -1.48193 1.17824  0.198

<d>
ORCA calculation (wB97M-V/def2-TZVPD) on a 2-piece molecular cluster, C4H13NOS overall.

The HOMO energy is -8.52 eV. The molar mass comes out at 123.2 g mol⁻¹. The charge is 0. Its structure (SMILES) is CN[C@@H](C)CS.O.

Each line ends with the natural charge from an NBO analysis.
Cartesian coordinates (Å):
1 S 2.78009 -1.11852 -2.05443  -0.051
2 O -1.07955 0.81521 3.89573  -0.942
3 N -0.58101 -0.51117 0.30108  -0.707
4 C -2.07808 -0.48836 -0.02558  -0.401
5 C 0.27851 -0.27091 -0.85993  -0.058
6 C 0.64412 1.21009 -1.02970  -0.632
7 C 1.52870 -1.18313 -0.60039  -0.474
8 H -0.22535 1.30170 3.81062  0.474
9 H -0.28567 1.75401 -1.46280  0.206
10 H -0.34120 -0.51301 1.30039  0.393
11 H -2.23573 0.47805 -0.58592  0.182
12 H 1.08833 -2.14871 -0.40558  0.232
13 H 1.32156 1.33455 -1.84921  0.202
14 H -1.40202 0.65248 2.96957  0.470
15 H -2.67721 -0.63692 0.95667  0.203
16 H 0.97733 1.82998 -0.23586  0.214
17 H -2.29398 -1.24441 -0.71269  0.185
18 H -0.18481 -0.57956 -1.83526  0.207
19 H 1.99546 -0.80493 0.36786  0.204
20 H 2.77051 0.12354 -1.94455  0.094

The least stable of them is <d>.